Computed, not measured: 2 unconnected molecules or ions with the total composition C2H6P2, with the ωB97M-V functional and the def2-TZVPD basis.

Computed properties:
**ΔE to the lowest compared entry with this formula, charge and spin**: 256.6 kJ/mol
**2S+1**: 1
**Kohn-Sham gap**: 0.2980 hartree
**F_max**: 0.056 Eh/bohr
**E**: -762.34390 a.u.

Each atom is followed by the atoms it is bonded to, with distances in Å.
Atoms and positions in Å:
1 C -0.956 0.853 -0.372  C2 1.474, P3 1.869, H5 1.157, H6 1.081
2 C -0.094 0.209 0.635  C1 1.474, P3 1.860, H7 1.168
3 P -1.265 -0.980 -0.186  C1 1.869, C2 1.860, H8 1.435
4 P 2.391 -0.058 -0.090  H9 1.432, H10 1.456
5 H -1.620 1.780 -0.177  C1 1.157
6 H -0.314 0.775 -1.239  C1 1.081
7 H -0.343 0.540 1.727  C2 1.168
8 H -2.319 -0.986 0.788  P3 1.435
9 H 2.005 -0.661 -1.330  P4 1.432
10 H 2.514 -1.470 0.243  P4 1.456